# 1
DFT (the ωB97M-V functional and the def2-TZVPD basis) results for a cluster of 6 separate species, C21H50N11O5 in total in a non-equilibrium geometry.

```
87
Properties=species:S:1:pos:R:3:forces:R:3
H -6.425063 -1.164077 3.748915 -0.08 -0.06 0.01
H 4.642614 2.814154 -7.091582 -0.04 -0.08 -0.16
H -6.193724 -0.041464 -0.300913 0.43 0.72 -0.16
N 2.626734 1.551644 -5.690009 0.33 0.04 -0.17
C 1.497571 2.383986 3.185192 0.35 0.37 -0.18
H -5.417271 -3.396229 3.429588 -0.10 -0.29 0.02
H 2.408572 2.395138 -7.615979 0.02 -0.05 0.12
H -4.675676 -5.194076 1.020807 -0.03 -0.12 0.14
N 7.418090 -0.190944 1.009846 -0.21 0.42 -0.36
H 0.006965 1.033679 3.894540 0.12 0.14 -0.06
N -3.987848 -7.521661 3.332289 -0.14 0.44 -0.37
H -0.746820 3.930525 0.572407 -0.33 0.45 -0.50
H 6.732176 2.116850 -1.321821 -0.01 -0.13 0.13
C -2.173481 3.625321 -0.748734 -1.57 -3.24 1.11
H -2.022522 -8.000028 3.779174 0.17 -0.10 -0.18
H -0.050531 3.762858 -2.309382 -0.08 0.14 1.39
C -2.732776 -8.142904 2.961983 -0.20 -0.22 0.45
H -6.143253 1.348415 -1.250588 0.20 -0.68 0.62
H 8.508956 -1.881124 0.515414 0.25 0.01 -0.10
H 3.599037 1.030982 4.202298 -0.09 0.12 -0.05
C 1.816795 2.119943 -6.747141 -0.28 -0.18 0.47
H 3.685746 0.715319 -1.798026 -0.27 0.80 1.28
H 8.349093 1.771911 -0.689999 0.03 -0.12 -0.12
H -3.056767 -5.549485 1.642762 0.04 -0.12 -0.14
H 0.894413 4.879413 -1.208596 -1.07 -1.16 -0.24
O -5.713030 -6.107666 3.132233 0.11 0.03 -0.17
H -3.945137 -6.769297 0.678413 0.16 0.09 0.01
C -6.500418 -3.273080 3.479270 0.15 0.37 0.31
C 1.091291 1.136422 3.923627 -0.18 -0.07 0.02
C 4.747576 1.742080 -6.912039 0.13 0.00 -0.05
H 4.598157 1.636444 2.862111 0.07 -0.12 0.16
H -6.972171 -3.970074 2.793925 0.08 0.10 0.07
C 7.371222 1.337645 -0.908041 -0.06 0.11 -0.09
N 2.822755 2.673226 3.118809 -0.73 -0.26 0.10
H 1.065552 1.383242 -7.040779 -0.05 0.18 -0.22
C 3.218938 1.379631 -1.001894 -1.09 0.66 -0.85
H 1.435110 1.674324 -2.437159 0.99 0.66 0.73
H 1.669617 3.305569 0.273753 -0.80 -1.03 -0.98
H -2.905049 -9.211898 2.821068 0.25 0.01 -0.10
H 2.507359 3.181808 -2.213623 -0.34 -1.16 0.35
H 7.469044 0.541796 -1.649106 0.14 0.09 0.00
C 2.082155 2.263919 -1.706308 -0.65 -0.17 1.47
N -4.179593 3.013070 -1.651822 0.33 -3.08 2.04
H 2.693564 0.766861 -0.191435 1.03 0.68 -1.07
O 4.507859 0.851755 -4.703686 0.05 0.03 -0.03
H 3.024493 3.521378 2.610344 0.07 -0.07 0.04
N -5.622922 0.504907 -0.966008 -1.00 -0.27 -0.70
H 3.954658 2.107784 -0.540743 -0.75 -1.31 -0.49
C 3.972164 1.344314 -5.683936 0.04 -0.16 0.39
H 9.092437 -0.395011 -0.264783 -0.12 0.02 0.08
H -8.828566 -1.905181 0.488889 0.07 0.06 0.16
C -7.599348 -1.418090 2.163615 0.20 0.17 0.47
H -8.890624 -3.089521 1.802197 0.13 -0.12 -0.11
C 3.930180 1.923372 3.677509 0.35 0.34 -0.29
H 4.469838 2.571280 4.371717 0.08 -0.21 0.09
H -5.051497 3.015208 -2.187856 0.90 0.49 0.14
H 1.404580 1.199409 4.967570 0.06 -0.16 -0.07
H 6.948299 -0.506382 1.845386 0.07 -0.01 -0.06
H 2.172390 1.262098 -4.836573 0.03 0.03 -0.07
N -0.976271 4.320480 -0.364325 -2.09 -1.47 -0.92
H 1.313177 3.007688 -6.357368 -0.07 0.06 -0.27
N -6.816781 -1.890993 3.168093 -0.33 0.18 -0.58
N -4.397588 0.867633 -0.410135 1.30 1.56 0.36
C 8.676833 -0.810419 0.649269 -0.18 -0.22 0.45
C -4.653152 -6.526953 2.686603 -0.26 -0.21 0.44
C -4.037212 -5.978767 1.425834 -0.02 0.11 -0.11
H 0.442319 1.962604 -0.119340 0.70 0.89 -0.56
H -3.217534 4.853768 -2.170906 -0.46 -0.68 0.19
H -6.838316 -3.482057 4.495883 0.08 -0.27 -0.09
H 9.383206 -0.658978 1.468280 0.17 -0.10 -0.18
C 0.203796 3.966577 -1.222560 1.91 0.12 0.17
O 5.687876 1.216870 0.791196 0.15 0.04 0.08
H -2.319231 -7.722379 2.049169 -0.11 0.02 0.07
O 0.678312 3.126596 2.654158 -0.25 -0.01 -0.11
C 6.752269 0.797049 0.353455 -0.13 -0.12 0.29
C -8.233026 -2.424816 1.239194 -0.10 0.06 -0.15
H -3.932438 0.261099 0.274225 -0.47 0.37 -0.55
H -4.455479 -7.841716 4.167688 0.05 -0.01 -0.06
H -7.460937 -3.003890 0.727835 -0.12 -0.17 0.10
O -7.769650 -0.209144 2.033011 0.15 0.02 -0.39
C 1.082217 2.784944 -0.558300 0.26 1.21 -1.24
N -2.481732 2.364695 -0.158634 -2.43 2.27 -2.94
N -3.215119 3.982825 -1.634750 3.17 0.81 1.45
H 1.534934 0.258514 3.449435 0.06 0.00 0.17
H 5.803288 1.519174 -6.763054 -0.16 -0.02 0.11
C -3.749846 1.991388 -0.732929 2.00 2.38 0.04
H 4.394176 1.178722 -7.778121 0.00 0.17 -0.05
```
Positions in Å, forces in eV/Å.

As for the largest force on an atom: 0.08634 hartree/bohr. Its total energy is -1808.43139 a.u. For the HOMO energy, the calculation gives -11.00 eV. As for the charge: +1.

# 2
DFT (the ωB97M-V functional and the def2-TZVPD basis) results for a cluster of 5 separate species, C21H52F5N5O4PS in total.

```
89
Properties=species:S:1:pos:R:3:forces:R:3
F -0.627087 -4.181644 2.495184 -0.32 -0.55 -0.33
H -3.781024 6.634091 -4.897903 -0.03 -0.01 0.02
N -5.236558 -3.535582 5.021848 -0.11 0.52 -0.32
H -0.194362 -0.422778 -1.239527 0.02 0.07 -0.01
C -3.628711 5.577911 -1.822744 -0.09 0.02 -0.01
N -3.879289 3.854293 -5.160985 -0.05 0.13 0.00
C -2.296979 -3.829239 4.851422 0.22 -0.16 0.15
S -8.338831 -3.960036 4.873995 -0.17 0.05 -0.01
C -0.873351 2.431734 -0.518209 0.12 -0.06 0.01
H 5.088845 -0.047579 1.111911 0.00 -0.01 -0.01
C 7.343185 -0.599828 -1.176678 0.00 0.02 -0.07
H -2.729480 -0.981498 1.426704 -0.11 -0.12 -0.05
C 2.812980 -1.987087 -0.497974 0.07 -0.04 0.02
H -2.811453 -3.383681 5.712414 -0.04 -0.01 -0.27
H 2.164429 -1.290012 -3.593380 0.01 -0.02 0.00
H 6.664879 0.741214 0.865959 0.02 0.00 0.01
H -3.012301 0.901360 -1.648609 0.03 0.01 0.02
H 9.397592 -0.163999 0.564744 -0.01 0.00 0.00
H 3.628994 -1.386096 -0.901971 0.00 -0.01 -0.01
C 8.497709 -1.554029 -0.845488 0.00 -0.05 0.09
H -4.454588 3.701126 -4.336780 0.04 -0.06 -0.01
C 6.135893 -0.217250 0.860408 -0.15 -0.02 -0.01
O 1.362411 0.172058 -2.354874 0.02 -0.02 -0.03
H -4.489143 4.322731 -5.824102 0.03 -0.03 -0.03
H -4.432644 -2.999131 3.125050 0.04 -0.12 -0.06
H -2.400420 6.643721 -3.794221 0.03 -0.04 0.00
F 0.699019 -3.518240 4.037751 0.39 -0.22 0.46
H -4.676371 0.546886 -1.220118 0.02 -0.03 0.01
H -6.712886 -2.017952 3.764963 -0.01 0.11 0.04
H -3.580098 -5.500269 4.651603 0.07 0.15 -0.12
C 0.778962 -0.824427 -1.530492 -0.10 0.00 0.04
H -6.782472 -1.901494 5.938635 0.01 -0.10 0.04
H 7.054330 -0.766734 -2.218372 -0.03 -0.01 0.02
H 1.095353 0.541159 0.796729 0.00 -0.05 0.07
H -2.268191 3.440016 -3.124900 -0.02 0.02 0.00
H 0.594719 -1.734548 -2.117111 0.05 -0.02 0.01
N 1.936455 0.052121 0.498867 -0.09 0.06 -0.08
H -2.793594 2.716688 1.101353 -0.04 -0.02 -0.01
H 2.408686 0.687926 -0.139030 0.01 -0.02 0.02
H -2.674888 6.095236 -1.676259 0.02 -0.01 0.00
H 0.889852 -1.727954 0.377210 -0.06 -0.02 -0.05
H -5.249723 -4.565451 3.136426 0.13 0.04 0.07
C -1.774936 3.966522 -3.943046 0.08 -0.04 0.02
O -4.184926 5.876718 -3.088776 0.04 -0.02 0.03
H 3.164094 -2.406861 0.445211 0.00 0.03 0.01
H -1.493749 3.334969 -0.514532 -0.02 0.00 0.00
H 7.722879 -3.215821 -1.747793 0.05 -0.02 0.00
H -4.038294 2.176980 -0.970493 0.00 0.00 0.00
F -0.983776 -1.882142 5.103075 -0.09 -0.05 -0.13
H 7.287205 -3.046966 -0.206651 0.05 -0.02 0.02
C -1.536960 -2.717469 4.164153 -0.01 0.01 0.13
C 1.564107 -1.148002 -0.255289 0.14 0.07 -0.02
H -1.080655 1.858209 -1.423842 -0.04 0.04 -0.05
H -1.520959 -4.501024 5.250653 -0.14 0.15 -0.03
H 2.408929 0.401842 -4.074812 -0.01 0.00 0.01
H 8.627808 -1.561907 1.326388 -0.03 0.01 -0.02
N 8.082833 -2.958440 -0.833797 -0.09 0.06 -0.07
H 0.175876 2.727538 -0.544119 0.01 -0.02 0.02
H 3.360582 -0.279573 -2.745316 0.00 -0.06 -0.01
H 7.665833 0.447218 -1.088994 0.04 -0.02 0.04
C -2.775420 4.742362 -4.791635 -0.03 -0.09 0.08
C -0.334717 -3.159787 3.287029 -0.47 0.09 0.30
H -1.935437 -0.650885 0.067433 -0.05 -0.03 -0.06
H 9.227759 -1.438070 -1.653686 -0.02 0.03 -0.02
H -4.274938 0.699372 1.114594 0.02 0.07 0.04
N -2.868614 -0.665246 0.471636 0.19 0.13 0.10
P -6.687215 -2.864421 4.911479 0.49 -0.43 -0.04
H -1.267384 3.214394 -4.546433 -0.05 -0.01 -0.01
O -1.077565 1.665055 0.652507 -0.04 0.03 -0.08
C 2.378166 -0.281303 -3.225295 -0.02 0.09 0.00
H -3.476824 4.504390 -1.685870 0.05 0.01 0.01
H -1.017677 4.627902 -3.516219 -0.01 0.00 0.01
H 2.619431 -2.813838 -1.185452 -0.03 0.01 0.00
C -2.404784 1.690071 1.159002 -0.07 -0.01 0.12
H 10.166888 -1.755171 0.504973 -0.02 -0.03 0.00
F -2.311293 -1.926725 3.364702 0.00 -0.17 0.17
C -3.795187 1.112356 -0.918398 -0.04 0.00 -0.01
C -3.255408 6.046247 -4.140385 -0.01 0.05 -0.08
H -2.877325 -5.031120 3.102611 0.03 0.17 0.14
H -4.334814 5.921980 -1.067654 0.00 0.00 -0.01
C 9.210082 -1.234943 0.464716 0.05 0.02 0.01
C -3.374697 0.705946 0.492113 0.03 -0.03 -0.12
H -2.322984 1.426340 2.215684 0.07 -0.03 -0.02
H -2.269969 5.033606 -5.718567 0.00 0.05 0.01
F 0.054238 -2.164306 2.510632 0.34 0.77 -0.43
C -3.310392 -4.635200 4.030730 -0.13 -0.04 -0.12
C -4.621892 -3.889598 3.748213 -0.24 -0.17 0.45
O 6.167869 -0.811363 -0.424794 0.01 0.00 -0.02
H 6.568675 -0.871151 1.621409 0.05 0.04 0.00
```
Positions in Å, forces in eV/Å.

As for the largest force on an atom: 0.01830 hartree/bohr. Its total energy is -2644.94654 a.u. For the HOMO energy, the calculation gives -3.77 eV. As for the charge: -1.

# 3
DFT (the ωB97M-V functional and the def2-TZVPD basis) results for a cluster of 4 separate species, C21H53N3O9P in total in a non-equilibrium geometry.

```
87
Properties=species:S:1:pos:R:3:forces:R:3
H -4.303965 -0.335011 6.456230 -0.01 -0.02 -0.03
H -0.148315 -1.602195 4.886602 0.03 0.01 -0.01
H 1.215435 1.463944 2.822165 0.05 0.04 0.03
C 3.752928 0.337489 -8.001023 0.03 -0.08 -0.19
N -1.811942 2.357435 4.192087 0.05 -0.17 -0.08
C -4.007180 -7.500579 3.773302 0.01 0.02 -0.12
C -6.036784 -6.274981 3.484363 -0.19 0.00 -0.16
C 1.999304 1.869133 -1.923954 -0.17 -0.36 0.41
H 3.483320 -0.682980 -8.270818 0.00 0.00 -0.01
H 2.786812 2.660146 -8.586507 0.04 -0.03 0.10
H -3.575155 -4.191977 1.430238 -0.06 -0.06 0.04
H 5.773067 2.982559 -9.197209 0.01 0.04 -0.02
H -3.302497 -8.075580 3.175000 -0.01 0.00 -0.03
H 6.383370 1.034619 -5.482972 0.08 0.05 0.03
C 3.717476 2.450185 -9.129209 -0.07 0.08 -0.11
H -6.950255 -4.375887 3.813807 -0.01 0.03 -0.01
H 3.522754 0.777067 -0.804701 0.17 -0.13 0.25
H -2.599695 -4.764241 2.814103 -0.11 -0.08 -0.05
H 5.565987 2.184520 -7.025250 -0.02 -0.06 -0.04
C 4.898387 3.262180 -8.607893 0.17 0.05 0.03
C 0.236728 1.162874 3.206068 0.12 -0.03 -0.07
H 4.675340 0.289644 -7.411838 -0.05 0.04 0.12
C 5.904265 1.124800 -4.506806 -0.10 -0.08 -0.13
N 5.279964 3.137613 -7.198606 -0.10 -0.10 0.08
H -4.821951 1.399426 2.987788 -0.03 0.01 0.03
H -4.106654 -4.795010 4.291050 0.03 -0.05 -0.01
H -4.962710 1.296524 6.240786 0.01 0.03 0.02
H 3.893442 3.578914 -4.155329 -0.01 0.06 -0.05
C 3.451092 1.464665 -1.640324 -0.25 0.49 -0.15
O -4.881412 -6.841621 2.879049 0.10 0.00 0.14
O -4.049176 0.418334 4.590038 -0.03 0.27 0.35
H 3.280445 3.046173 -6.456338 -0.07 0.07 0.07
C -4.132028 0.633052 5.988945 0.02 -0.14 -0.06
H -1.850950 1.732563 4.984933 -0.03 -0.02 0.04
C -0.573358 -0.663388 4.534220 0.16 -0.02 0.06
H 3.845304 0.977205 -2.525075 0.22 -0.15 -0.17
H 1.779426 1.351067 0.419897 -0.17 -0.44 0.23
O 1.344162 2.206325 0.407969 0.22 0.35 -0.33
H -3.204687 1.047575 6.397912 -0.04 0.08 0.03
H 0.169063 2.798125 4.560566 0.04 0.02 -0.02
O 0.910567 3.810171 -1.076532 0.50 -1.00 0.38
C -0.433182 2.433332 3.725298 -0.09 0.12 0.13
H -4.550177 -8.186887 4.428308 0.01 0.00 0.04
H -6.188304 -6.676866 4.489905 0.07 0.04 0.05
C -4.145122 -2.287547 3.013824 -0.05 0.13 -0.16
H 5.465367 2.958339 -2.355408 0.02 0.12 -0.01
H 4.705070 4.318913 -8.813464 -0.04 0.01 0.01
H 3.549094 2.768132 -10.159463 -0.01 0.00 -0.01
H 1.423548 0.952551 -2.003723 -0.13 -0.24 -0.10
C -4.667168 -2.847507 4.329470 0.03 -0.17 0.18
H -4.092478 -1.208429 3.139002 0.04 -0.04 -0.01
H 1.891592 2.386464 -2.863041 0.09 0.25 -0.25
H 3.829169 4.098354 -1.325715 -0.18 -0.08 -0.07
H -5.794779 -4.430730 2.473513 -0.10 -0.01 -0.04
O 4.621315 1.733832 -4.597061 0.22 0.06 0.29
H -5.571936 -2.292450 4.596550 -0.02 0.03 -0.04
C -2.774804 1.924623 3.188963 0.12 0.01 0.10
H -3.437061 -6.796210 4.389802 -0.04 -0.03 0.08
H -2.442809 1.025608 2.650832 -0.07 0.01 -0.08
O 0.513164 0.185417 4.183772 -0.06 -0.04 0.02
H 5.619765 3.566313 -4.578719 0.06 -0.05 -0.09
H 6.571203 1.683665 -3.840344 0.04 0.02 -0.05
H -1.818133 -3.966711 1.451240 -0.01 0.02 0.00
C -4.119626 1.599989 3.802269 -0.05 -0.10 -0.27
O 3.939076 1.056197 -9.199906 0.04 0.00 0.09
H -3.920755 -2.621258 5.095848 -0.02 0.06 0.01
H -4.826501 -2.475147 2.174143 0.03 -0.18 0.02
H -6.892720 -6.572482 2.873170 -0.01 -0.03 0.02
O -2.825952 -2.697556 2.674622 -0.02 -0.05 -0.04
H 5.764492 0.121209 -4.106802 -0.04 0.00 -0.01
H -1.216606 -0.880008 3.679135 -0.07 0.03 -0.01
H 4.111046 4.600861 -6.288636 -0.03 0.01 0.00
O 5.354133 2.789195 -0.010468 -0.18 -0.21 -0.06
H -1.162190 -0.239302 5.351659 -0.10 0.00 -0.07
H -0.380084 3.194520 2.939522 0.01 -0.03 -0.05
N -4.961643 -4.275689 4.431271 0.03 0.05 -0.16
P 4.519746 2.884227 -1.341933 0.33 0.03 -0.27
H 2.944402 0.760240 -7.396976 0.02 0.04 0.06
C 4.641430 3.143283 -4.834664 -0.21 0.15 0.08
H 5.008110 2.138601 0.612289 0.16 0.01 0.43
C -5.974841 -4.762867 3.504702 0.19 0.04 0.06
C 1.367965 2.717664 -0.841461 -0.65 1.35 -0.36
H -4.513118 2.438641 4.381862 0.09 0.02 0.07
H -2.904720 2.725346 2.454441 0.02 0.01 -0.02
C 4.250381 3.517051 -6.246257 0.08 -0.23 -0.21
H -0.308151 0.717152 2.362454 -0.12 -0.01 0.07
C -2.717131 -3.972948 2.069440 0.16 0.15 0.05
```
Positions in Å, forces in eV/Å.

As for the largest force on an atom: 0.03007 hartree/bohr. Its total energy is -2014.30731 a.u. For the HOMO energy, the calculation gives -9.86 eV. As for the charge: +1.